[1]
Below is a molecular structure, C6H9NO in a non-equilibrium geometry, with properties calculated with ωB97M-V/def2-TZVPD.

Each line ends with the Mulliken charge.
Atoms and positions in Å:
C  -0.884  0.552  -0.134  -0.31
C  -0.271  -0.153  1.057  0.06
C  -0.337  -0.684  -0.854  0.01
C  1.195  -0.554  -0.714  -0.47
C  1.741  0.707  -0.184  -0.64
C  1.221  -0.165  0.789  -0.30
H  -2.691  -0.379  -0.596  0.32
H  -2.663  0.505  0.772  0.26
H  -0.624  1.561  -0.390  0.23
H  -0.749  0.094  2.023  0.44
H  -0.787  -1.127  -1.762  0.47
H  1.866  -1.274  -1.071  0.40
H  1.399  1.774  -0.372  0.16
H  2.838  0.742  -0.215  0.26
H  1.813  -0.737  1.490  0.36
N  -2.346  0.515  -0.199  -0.78
O  -0.721  -1.376  0.361  -0.46

For the energy relative to the best compared isomer or geometry (same formula, charge and spin), the calculation gives 338.2 kJ/mol. Its energy is -363.89541 Ha. As for the HOMO-LUMO gap: 10.32 eV. As for the LUMO energy: 0.0407 Ha.

[2]
Below is a molecular structure, C44H52BrFN6O7Sb2Ti in a non-equilibrium geometry, with properties calculated with ωB97M-V/def2-TZVPD.

Each line ends with the Mulliken charge.
Atoms and positions in Å:
Ti  0.974  0.166  -0.289  0.27
O  4.400  -4.203  -1.727  -0.64
C  3.070  -4.365  -2.229  0.75
C  2.824  -5.537  -3.022  -0.72
C  1.584  -5.719  -3.664  -0.39
C  0.663  -4.627  -3.610  -0.80
C  0.951  -3.491  -2.787  -0.29
C  2.117  -3.410  -1.990  0.07
C  2.355  -2.200  -1.098  -0.01
O  1.165  -1.523  -0.852  -0.18
N  3.268  -1.317  -1.715  -0.44
N  3.060  0.018  -1.163  0.61
C  4.155  0.697  -1.222  -1.09
C  4.238  2.072  -0.833  0.17
Br  2.752  2.696  0.097  -0.09
C  5.249  2.891  -1.315  -0.75
C  6.341  2.594  -2.224  0.27
C  6.182  1.660  -3.229  -0.11
C  7.288  1.219  -4.005  -0.78
C  8.543  1.757  -3.748  -0.41
C  8.709  2.798  -2.791  -0.65
C  7.591  3.172  -2.078  -0.25
H  4.403  -3.269  -1.522  0.37
H  3.695  -6.171  -3.101  0.44
H  1.331  -6.595  -4.250  0.40
H  -0.238  -4.691  -4.217  0.39
H  0.225  -2.681  -2.644  0.20
H  2.676  -2.506  -0.150  0.50
H  3.115  -1.148  -2.686  0.26
H  4.993  0.195  -1.642  1.10
H  5.197  3.936  -1.060  0.52
H  5.214  1.250  -3.536  0.60
H  7.154  0.482  -4.825  0.36
H  9.383  1.559  -4.370  0.39
H  9.666  3.321  -2.632  0.38
H  7.764  3.971  -1.332  0.34
C  6.666  3.218  3.775  -1.24
Sb  5.042  1.951  2.974  0.58
C  5.598  0.008  3.904  -1.22
C  3.537  2.336  4.701  -1.74
C  2.417  1.304  4.804  1.32
C  2.646  0.051  5.496  -0.81
C  1.586  -0.826  5.661  -0.68
C  0.260  -0.508  5.278  -1.23
C  0.048  0.712  4.668  -0.10
C  1.101  1.625  4.431  0.80
C  0.780  2.856  3.740  -1.42
Sb  -0.217  2.613  1.787  0.52
C  -2.160  2.168  2.312  -1.66
C  -0.572  4.686  1.348  -1.33
H  6.388  4.250  3.669  0.38
H  7.638  2.959  3.263  0.32
H  6.722  2.898  4.803  0.39
H  5.353  0.026  4.915  0.36
H  6.690  -0.120  3.765  0.45
H  5.073  -0.718  3.268  0.22
H  3.214  3.432  4.600  0.55
H  4.228  2.302  5.542  0.57
H  3.617  -0.108  5.928  0.51
H  1.751  -1.744  6.215  0.42
H  -0.559  -1.114  5.484  0.56
H  -0.947  0.931  4.368  0.26
H  1.647  3.531  3.499  0.22
H  0.166  3.530  4.308  0.54
H  -2.656  1.282  1.965  0.48
H  -2.856  3.019  1.955  0.43
H  -2.240  2.178  3.413  0.57
H  -0.975  4.757  0.339  0.39
H  0.369  5.253  1.394  0.39
H  -1.223  5.082  2.122  0.40
C  -5.572  1.385  -4.730  -0.94
C  -5.247  1.815  -3.237  -1.01
N  -4.073  1.175  -2.565  0.16
C  -2.775  1.542  -2.831  -0.39
C  -1.653  1.177  -2.119  0.00
C  -0.332  1.795  -2.482  -0.26
O  -0.238  2.659  -3.290  -0.65
O  0.642  1.279  -1.801  -0.27
C  -1.857  0.192  -1.132  1.09
O  -0.949  -0.223  -0.321  -0.40
C  -3.194  -0.417  -1.006  0.74
C  -3.361  -1.482  -0.151  -0.76
C  -4.621  -2.022  0.001  0.17
F  -4.802  -3.070  0.797  -0.36
C  -5.739  -1.464  -0.687  -1.57
C  -5.610  -0.410  -1.569  -1.25
C  -4.287  0.129  -1.729  1.52
N  -6.996  -2.114  -0.457  0.25
C  -7.572  -1.817  0.905  -0.39
C  -8.991  -2.188  0.941  -0.85
N  -9.012  -3.716  0.667  -0.18
C  -8.526  -3.951  -0.715  -0.87
C  -7.036  -3.533  -0.724  -0.54
H  -6.202  2.143  -5.069  0.42
H  -6.008  0.370  -4.751  0.28
H  -4.610  1.311  -5.283  0.29
H  -6.183  1.709  -2.642  0.39
H  -5.060  2.859  -3.178  0.55
H  -2.677  2.382  -3.558  0.59
H  -2.525  -1.837  0.368  0.87
H  -6.484  0.028  -2.025  0.35
H  -7.463  -0.751  1.076  0.46
H  -7.038  -2.359  1.700  0.35
H  -9.699  -1.827  0.198  0.39
H  -9.449  -1.961  1.905  0.40
H  -10.002  -3.915  0.750  0.34
H  -8.495  -4.280  1.314  0.36
H  -9.068  -3.231  -1.343  0.36
H  -8.558  -4.993  -0.862  0.49
H  -6.610  -3.657  -1.700  0.46
H  -6.478  -4.077  0.012  0.47
O  0.374  -0.732  1.637  -0.34
N  1.581  -0.771  2.087  0.01
O  2.269  0.029  1.364  0.31

For the energy relative to the best compared isomer or geometry (same formula, charge and spin), the calculation gives 142.6 kJ/mol. Its energy is -6566.31205 Ha. As for the total charge: +2. As for the HOMO-LUMO gap: 5.59 eV. As for the LUMO energy: -0.1962 Ha.

[3]
Below is a molecular structure, C5H11N3 in a non-equilibrium geometry, with properties calculated with ωB97M-V/def2-TZVPD.

Each line ends with the Mulliken charge.
Atoms and positions in Å:
C  0.937  -0.404  -0.252  -0.20
C  -0.188  -1.460  -0.441  -0.87
C  -1.307  -0.497  -0.507  0.10
C  -1.002  0.250  0.721  -0.58
C  0.396  0.822  0.441  0.26
H  2.578  -1.634  -0.027  0.28
H  2.507  -0.490  1.590  0.27
H  1.219  -0.041  -1.340  0.22
H  -0.211  -2.145  0.382  0.35
H  -0.069  -1.979  -1.417  0.33
H  -0.970  0.360  -1.321  0.24
H  -2.833  0.563  0.018  0.29
H  -0.837  -0.379  1.540  0.33
H  0.830  0.733  1.646  0.12
H  1.269  2.249  -0.864  0.19
H  0.043  2.553  0.128  0.30
N  2.218  -0.587  0.276  -0.56
N  -2.205  -0.136  0.298  -0.50
N  0.480  1.858  -0.590  -0.57

For the energy relative to the best compared isomer or geometry (same formula, charge and spin), the calculation gives 921.8 kJ/mol. Its energy is -361.03828 Ha. As for the HOMO-LUMO gap: 9.15 eV. As for the LUMO energy: 0.0347 Ha.

[4]
Below is C6H12 in the gas phase in a non-equilibrium geometry, with properties calculated with ωB97M-V/def2-TZVPD.

Each line ends with the Mulliken charge.
Atoms and positions in Å:
C  -2.837  0.063  0.623  -1.50
C  -1.431  0.225  0.775  -0.03
C  -0.496  0.034  -0.235  -0.79
C  0.997  0.242  0.027  0.48
C  1.668  0.618  -1.354  -1.42
C  1.631  -1.033  0.608  -1.04
H  -3.274  0.885  0.866  0.48
H  -3.261  -0.659  1.165  0.39
H  -3.045  0.046  -0.482  0.29
H  -1.202  0.283  1.740  0.48
H  -0.826  -0.056  -1.146  0.45
H  1.294  1.275  0.720  0.26
H  1.360  1.450  -1.728  0.51
H  1.415  -0.293  -2.184  0.23
H  2.843  0.860  -1.275  0.29
H  1.315  -1.705  -0.204  0.29
H  1.069  -1.325  1.549  0.31
H  2.779  -0.912  0.535  0.32

For the energy relative to the best compared isomer or geometry (same formula, charge and spin), the calculation gives 390.0 kJ/mol. Its energy is -235.66968 Ha. As for the HOMO-LUMO gap: 10.12 eV. As for the LUMO energy: 0.0429 Ha.